(1)
Molecular formula: C25H41F5N3O8S
Method: DFT, the ωB97M-V functional and the def2-TZVPD basis

Geometry as XYZ:
```
83
Properties=species:S:1:pos:R:3
C -0.358 4.932 3.576
C 0.650 4.335 3.411
C 1.867 3.531 3.322
C 1.554 2.100 2.868
C 1.291 2.037 1.358
C 0.480 0.838 0.813
C 0.550 -0.361 1.782
C 0.434 -1.736 1.114
C 1.542 -2.702 1.413
N -0.515 -2.132 0.364
O 1.161 0.329 -0.345
C 0.985 0.859 -1.605
S 1.883 2.496 -1.769
O 1.488 -0.046 -2.500
C 2.855 -0.407 -2.409
C 3.658 -0.099 -3.714
C 4.854 0.791 -3.443
O 2.819 0.493 -4.691
C -0.507 1.005 -2.011
C -0.986 -0.276 -2.734
N -2.448 -0.340 -2.728
N -1.473 1.302 -0.898
C -2.305 2.523 -1.239
F -2.709 2.379 -2.522
F -3.406 2.488 -0.468
C -1.583 3.934 -1.172
F -0.502 3.922 -0.402
F -2.474 4.808 -0.683
F -1.226 4.298 -2.411
C -1.031 1.160 0.564
C -1.614 2.150 1.580
C -2.933 1.643 2.220
C -3.719 2.796 2.859
C -5.011 3.193 2.195
O -5.526 4.255 2.369
O -5.569 2.237 1.425
H -1.178 5.609 3.510
H 2.596 4.012 2.674
H 2.300 3.481 4.320
H 2.411 1.477 3.116
H 0.728 1.726 3.467
H 2.261 2.013 0.867
H 0.848 2.984 1.066
H -0.204 -0.274 2.562
H 1.529 -0.351 2.248
H 2.033 -2.485 2.354
H 1.129 -3.705 1.433
H 2.262 -2.665 0.596
H -1.214 -1.397 0.275
H 1.434 2.764 -2.999
H 3.367 0.011 -1.547
H 2.864 -1.488 -2.282
H 4.034 -1.042 -4.100
H 5.459 0.840 -4.347
H 4.561 1.808 -3.191
H 5.499 0.408 -2.656
H 3.069 1.416 -4.771
H -0.507 1.824 -2.716
H -0.591 -0.226 -3.740
H -0.610 -1.168 -2.245
H -2.853 -0.118 -3.622
H -2.781 -1.243 -2.429
H -2.187 0.562 -1.058
H -1.517 0.245 0.883
H -1.790 3.148 1.204
H -0.925 2.268 2.405
H -3.542 1.095 1.512
H -2.647 0.961 3.019
H -4.006 2.504 3.869
H -3.123 3.695 2.970
H -6.218 2.687 0.866
C 1.806 -9.384 0.189
O 0.893 -8.582 -0.567
C 0.447 -7.507 0.071
O 0.746 -7.168 1.186
O -0.390 -6.856 -0.737
C -0.954 -5.681 -0.153
H 2.080 -10.214 -0.454
H 2.695 -8.812 0.448
H 1.330 -9.760 1.091
H -0.178 -4.969 0.110
H -1.544 -5.933 0.726
H -1.599 -5.241 -0.908
```

**Gap between HOMO and LUMO**: 0.377 Eh
**HOMO energy**: -0.4582 Ha
**E**: -2640.57330 a.u.
**E_LUMO**: -2.220 eV
**Total charge**: +1

For reference, the Löwdin charges in units of e are: 0.117 -0.145 -0.185 -0.194 -0.135 -0.339 -0.038 -0.370 -0.011 0.167 -0.030 -0.727 0.930 -0.112 -0.120 -0.388 -0.052 -0.026 -0.145 -0.145 0.034 0.138 -0.341 0.158 0.175 -0.513 0.146 0.196 0.182 -0.100 -0.122 -0.150 -0.070 -0.535 0.132 0.098 0.042 0.126 0.125 0.118 0.112 0.109 0.090 0.142 0.114 0.084 0.072 0.094 0.031 -0.093 0.116 0.132 0.140 0.090 0.065 0.090 0.080 0.126 0.140 0.125 0.100 0.095 0.155 0.119 0.100 0.099 0.103 0.120 0.139 0.115 0.135 -0.032 0.010 -0.629 0.119 0.008 -0.046 0.095 0.097 0.099 0.058 0.102 0.090

(2)
Molecular formula: C25H41N3P2W
Method: DFT, the ωB97M-V functional and the def2-TZVPD basis

Geometry as XYZ:
```
72
Properties=species:S:1:pos:R:3
W 0.994 0.090 -0.909
C 1.166 -0.322 1.224
C 2.440 -0.495 0.569
C 1.791 1.734 0.304
C 0.783 1.057 1.090
C 2.817 0.771 -0.017
C 0.416 -1.336 2.024
H 0.840 -2.337 1.887
H -0.638 -1.351 1.727
H 0.428 -1.134 3.108
C -0.377 1.679 1.797
H -1.261 1.027 1.781
H -0.653 2.647 1.359
H -0.142 1.864 2.858
C 1.847 3.193 -0.007
H 2.705 3.649 0.513
H 0.940 3.719 0.318
H 1.975 3.396 -1.079
C 4.067 1.065 -0.771
H 4.762 1.646 -0.149
H 3.859 1.651 -1.679
H 4.565 0.136 -1.075
C 3.202 -1.769 0.454
H 4.168 -1.716 0.975
H 3.415 -1.993 -0.600
H 2.639 -2.605 0.885
C -3.122 -2.751 -0.909
C -2.299 -3.639 -0.320
C -0.787 -3.680 -0.337
C -0.233 -3.272 -1.695
C 0.146 -1.859 -1.956
C -0.604 -1.208 -3.093
C -2.169 -1.034 -2.839
C -3.115 -2.119 -2.305
H -0.493 -4.725 -0.158
H -1.070 -3.522 -2.452
H -0.321 -3.097 0.465
H -3.196 -2.909 -3.072
H -4.099 -2.588 -0.417
H -2.731 -4.425 0.318
H -4.116 -1.634 -2.344
H -2.292 -0.143 -2.206
H -0.294 -0.127 -3.089
H -2.590 -0.717 -3.812
H 0.618 -3.936 -1.932
H 1.269 -1.767 -2.110
P -1.478 -4.162 -4.051
C -3.180 -4.597 -4.503
C -0.610 -5.732 -4.160
P 0.302 -1.854 -4.583
C -0.900 -3.030 -5.343
C 1.845 -2.854 -4.618
C 0.562 -0.673 -5.920
H -3.711 -3.744 -4.943
H -3.724 -4.941 -3.615
H -3.132 -5.408 -5.240
H -0.981 -6.254 -5.048
H -0.851 -6.321 -3.268
H 0.475 -5.617 -4.220
H 0.275 -1.143 -6.875
H 1.621 -0.385 -5.957
H -0.053 0.220 -5.750
H -1.750 -2.477 -5.783
H -0.412 -3.635 -6.133
H 2.685 -2.199 -4.908
H 1.788 -3.655 -5.380
H 2.115 -3.312 -3.662
N -0.540 1.261 -1.298
C -1.386 2.106 -1.196
N -2.479 2.681 -1.413
C -3.022 3.774 -0.884
N -3.599 4.716 -0.498
```

**Gap between HOMO and LUMO (spin up / spin down)**: 0.239 / 0.146 Eh
**HOMO energy (spin up / spin down)**: -0.4640 / -0.4594 Ha
**ΔE to the lowest compared entry with this formula, charge and spin**: 3.3175 eV
**2S+1**: 3
**E**: -1890.41503 a.u.
**E_LUMO (spin up / spin down)**: -6.112 / -8.524 eV
**Total charge**: +2

For reference, the Löwdin charges in units of e are: 1.474 -0.313 -0.346 -0.329 -0.297 -0.370 -0.019 0.069 0.087 0.114 -0.005 0.096 0.077 0.117 -0.009 0.110 0.084 0.092 -0.038 0.102 0.085 0.081 -0.016 0.112 0.077 0.081 -0.060 -0.086 -0.155 -0.258 -0.372 -0.439 -0.135 -0.197 0.122 0.002 0.082 0.026 0.117 0.118 0.135 0.099 0.065 0.124 0.119 0.042 0.950 -0.201 -0.192 0.953 -0.389 -0.146 -0.160 0.073 0.079 0.073 0.073 0.079 0.056 0.081 0.070 0.076 0.095 0.090 0.074 0.079 0.053 -0.036 -0.255 0.132 -0.329 0.153

(3)
Molecular formula: C25H41N5O6
Method: DFT, the ωB97M-V functional and the def2-TZVPD basis

Geometry as XYZ:
```
77
Properties=species:S:1:pos:R:3
C -3.125 -2.908 3.405
H -3.566 -3.024 4.392
H -2.568 -3.812 3.169
H -2.432 -2.072 3.447
C -4.220 -2.664 2.368
C -4.930 -1.340 2.645
H -5.393 -1.367 3.629
H -5.708 -1.154 1.909
H -4.228 -0.511 2.625
C -3.679 -2.750 0.934
H -4.509 -2.641 0.230
H -3.244 -3.741 0.782
C -2.602 -1.731 0.570
N -3.145 -0.420 0.335
C -2.400 0.692 0.382
O -1.227 0.702 0.752
C -3.148 1.893 -0.023
C -2.741 3.206 -0.211
N -3.866 3.875 -0.599
C -4.880 2.989 -0.632
N -4.485 1.793 -0.297
H -5.886 3.243 -0.901
H -3.857 4.861 -0.818
C -1.465 3.959 -0.173
O -1.444 5.131 -0.524
N -0.415 3.250 0.252
C 0.943 3.743 0.232
C 1.709 3.101 -0.938
H 2.550 3.734 -1.222
C 2.222 1.721 -0.550
N 3.188 1.855 0.523
C 4.043 0.863 0.865
O 4.820 0.947 1.790
O 3.911 -0.190 0.033
C 4.780 -1.337 0.175
C 6.241 -0.926 -0.013
H 6.543 -0.248 0.779
H 6.876 -1.807 0.013
H 6.368 -0.427 -0.972
C 4.568 -2.001 1.535
H 4.872 -1.327 2.330
H 5.158 -2.911 1.595
H 3.517 -2.251 1.666
C 4.344 -2.277 -0.951
H 3.304 -2.563 -0.817
H 4.961 -3.170 -0.946
H 4.445 -1.780 -1.912
C 3.093 3.035 1.359
C 1.630 3.408 1.568
H 1.560 4.250 2.256
H 1.116 2.559 2.021
H 3.577 2.797 2.309
H 3.638 3.869 0.901
H 1.386 1.085 -0.229
H 2.710 1.237 -1.400
H 1.045 3.021 -1.800
H 0.881 4.824 0.075
H -0.562 2.266 0.502
H -4.080 -0.324 -0.035
C -1.784 -2.230 -0.638
O -1.417 -3.372 -0.742
O -1.542 -1.240 -1.474
C -0.662 -1.394 -2.620
C -1.267 -2.386 -3.611
H -2.267 -2.067 -3.899
H -0.645 -2.439 -4.499
H -1.328 -3.374 -3.163
C 0.722 -1.844 -2.158
H 0.675 -2.851 -1.751
H 1.098 -1.170 -1.392
H 1.408 -1.837 -3.001
C -0.600 0.013 -3.215
H -1.593 0.334 -3.520
H -0.226 0.709 -2.470
H 0.058 0.025 -4.079
H -1.865 -1.644 1.380
H -4.958 -3.469 2.463
```

**Gap between HOMO and LUMO**: 0.352 Eh
**HOMO energy**: -0.3297 Ha
**ΔE to the lowest compared entry with this formula, charge and spin**: 0.2198 eV
**E**: -1702.60012 a.u.
**E_LUMO**: 0.596 eV

For reference, the Löwdin charges in units of e are: -0.072 0.078 0.082 0.075 -0.419 -0.077 0.077 0.077 0.072 -0.114 0.128 0.119 -0.189 0.115 -0.401 0.045 -0.128 -0.076 0.136 -0.158 0.114 0.122 0.164 -0.431 0.052 0.119 -0.284 -0.103 0.121 -0.139 -0.026 -0.525 0.079 0.023 -0.569 -0.019 0.079 0.088 0.091 -0.018 0.079 0.089 0.091 -0.021 0.072 0.089 0.087 -0.133 -0.095 0.119 0.125 0.125 0.131 0.117 0.128 0.118 0.146 0.088 0.133 -0.429 0.116 0.037 -0.550 -0.013 0.091 0.091 0.082 -0.017 0.082 0.081 0.094 -0.007 0.090 0.073 0.091 0.158 0.133

E of number 2 (C25H41N3P2W)?
-1890.41503 a.u.